Record 1
Here is C55H43CoO4P3Se2 as an isolated structure from the OMol25 dataset. Energies are from the ωB97M-V functional and the def2-TZVPD basis.

Summary:
Gap between HOMO and LUMO (alpha / beta) (eV): 6.52 / 7.45
Multiplicity: 2
E_LUMO (alpha / beta) (Eh): -0.021 / 0.015
ΔE to the lowest compared entry with this formula, charge and spin (kJ/mol): 175.4
Highest occupied orbital energy (alpha / beta) (eV): -7.1 / -7.0
Largest force on an atom (eV/A): 0.91
DFT total energy (eV): -262111.405

Atoms and positions in Å:
Co: -0.328 -0.035 0.606
O: 2.085 -2.013 1.854
C: 2.434 -3.029 1.031
C: 3.653 -3.677 1.043
C: 3.841 -4.723 0.147
C: 2.829 -5.094 -0.725
C: 1.630 -4.390 -0.743
C: 1.427 -3.322 0.120
P: -0.124 -2.348 0.311
C: -1.096 -2.870 -1.129
C: -0.503 -2.830 -2.390
C: -1.235 -3.146 -3.521
C: -2.574 -3.491 -3.404
C: -3.178 -3.502 -2.156
C: -2.447 -3.183 -1.021
C: -0.791 -3.229 1.759
C: -0.823 -2.579 2.987
C: -1.256 -3.249 4.121
C: -1.661 -4.571 4.031
C: -1.628 -5.227 2.807
C: -1.187 -4.560 1.677
C: 2.570 -1.677 3.077
C: 3.083 -2.553 4.009
C: 3.483 -2.024 5.233
C: 3.353 -0.669 5.497
C: 2.804 0.182 4.544
C: 2.405 -0.319 3.315
P: 1.643 0.614 1.937
C: 2.984 0.512 0.689
C: 4.306 0.238 1.035
C: 5.281 0.116 0.059
C: 4.947 0.271 -1.279
C: 3.636 0.550 -1.631
C: 2.659 0.669 -0.653
C: 1.705 2.303 2.584
C: 0.710 2.682 3.483
C: 0.755 3.931 4.081
C: 1.784 4.811 3.774
C: 2.758 4.448 2.858
C: 2.721 3.197 2.263
H: 4.432 -3.373 1.728
H: 4.785 -5.252 0.140
H: 2.967 -5.931 -1.395
H: 0.852 -4.686 -1.435
H: 0.533 -2.528 -2.499
H: -0.764 -3.107 -4.493
H: -3.151 -3.729 -4.287
H: -4.230 -3.733 -2.060
H: -2.933 -3.170 -0.055
H: -0.516 -1.542 3.057
H: -1.281 -2.733 5.071
H: -2.006 -5.093 4.914
H: -1.943 -6.258 2.734
H: -1.157 -5.079 0.726
H: 3.150 -3.610 3.802
H: 3.892 -2.685 5.984
H: 3.676 -0.269 6.448
H: 2.695 1.238 4.758
H: 4.578 0.114 2.076
H: 6.301 -0.103 0.343
H: 5.709 0.180 -2.043
H: 3.368 0.682 -2.671
H: 1.650 0.934 -0.945
H: -0.108 2.009 3.704
H: -0.024 4.222 4.772
H: 1.812 5.790 4.233
H: 3.548 5.141 2.600
H: 3.482 2.922 1.543
Se: -2.599 -0.358 1.164
P: -4.090 -0.207 -1.947
Se: -3.501 1.222 -0.303
C: -2.660 -0.071 -3.102
C: -2.841 -0.429 -4.438
C: -1.783 -0.399 -5.330
C: -0.518 -0.019 -4.900
C: -0.324 0.325 -3.572
C: -1.386 0.296 -2.680
C: -5.272 0.915 -2.782
C: -6.621 0.581 -2.739
C: -7.573 1.415 -3.308
C: -7.180 2.592 -3.926
C: -5.834 2.932 -3.979
C: -4.886 2.098 -3.411
H: -3.824 -0.728 -4.787
H: -1.945 -0.672 -6.365
H: 0.306 0.023 -5.601
H: 0.655 0.628 -3.223
H: -1.230 0.599 -1.648
H: -6.928 -0.335 -2.252
H: -8.618 1.143 -3.271
H: -7.920 3.249 -4.361
H: -5.524 3.848 -4.462
H: -3.836 2.366 -3.453
O: 0.983 3.168 -1.780
C: 0.683 4.266 -1.021
C: 1.185 5.508 -1.397
C: 0.886 6.644 -0.662
C: 0.069 6.547 0.453
C: -0.429 5.308 0.813
C: -0.128 4.148 0.109
C: -0.741 2.865 0.627
O: -1.708 2.905 1.367
O: -0.159 1.786 0.226
H: 1.490 3.475 -2.541
H: 1.811 5.579 -2.279
H: 1.286 7.600 -0.970
H: -0.178 7.425 1.033
H: -1.085 5.198 1.666

---

Record 2
Here is C55H44BrLiN2O4P2S as an isolated structure from the OMol25 dataset. Energies are from the ωB97M-V functional and the def2-TZVPD basis.

Summary:
Gap between HOMO and LUMO (eV): 7.59
E_LUMO (Eh): -0.002
Highest occupied orbital energy (eV): -7.7
Largest force on an atom (eV/A): 0.81
DFT total energy (eV): -168581.579

Atoms and positions in Å:
Li: 1.402 -0.432 -1.537
O: -3.090 -0.472 1.375
C: -3.499 -1.742 1.718
C: -4.368 -2.011 2.769
C: -4.745 -3.321 3.021
C: -4.252 -4.354 2.238
C: -3.328 -4.072 1.245
C: -2.916 -2.770 0.979
P: -1.522 -2.367 -0.199
C: -0.583 -3.919 0.092
C: -0.523 -5.070 -0.686
C: 0.348 -6.103 -0.357
C: 1.165 -6.006 0.757
C: 1.102 -4.870 1.554
C: 0.243 -3.839 1.217
C: -2.453 -2.468 -1.781
C: -2.045 -3.093 -2.956
C: -2.807 -2.991 -4.114
C: -3.971 -2.241 -4.129
C: -4.367 -1.576 -2.975
C: -3.615 -1.689 -1.819
C: -3.886 0.639 1.372
C: -5.267 0.629 1.536
C: -5.961 1.829 1.577
C: -5.294 3.035 1.444
C: -3.930 3.026 1.196
C: -3.210 1.839 1.126
P: -1.416 1.778 0.652
C: -1.408 3.190 -0.534
C: -1.549 2.738 -1.851
C: -1.661 3.623 -2.912
C: -1.619 4.991 -2.679
C: -1.453 5.457 -1.384
C: -1.347 4.567 -0.323
C: -0.694 2.225 2.285
C: -0.512 3.469 2.884
C: 0.033 3.569 4.158
C: 0.396 2.429 4.860
C: 0.218 1.182 4.278
C: -0.312 1.085 3.001
H: -4.724 -1.216 3.408
H: -5.427 -3.527 3.836
H: -4.562 -5.374 2.419
H: -2.897 -4.885 0.674
H: -1.161 -5.185 -1.549
H: 0.388 -6.985 -0.984
H: 1.851 -6.807 1.001
H: 1.737 -4.777 2.426
H: 0.226 -2.938 1.823
H: -1.105 -3.619 -2.999
H: -2.477 -3.496 -5.013
H: -4.557 -2.160 -5.035
H: -5.262 -0.967 -2.976
H: -3.933 -1.161 -0.926
H: -5.809 -0.302 1.605
H: -7.034 1.810 1.717
H: -5.832 3.971 1.504
H: -3.419 3.964 1.025
H: -1.574 1.670 -2.042
H: -1.777 3.244 -3.919
H: -1.708 5.689 -3.502
H: -1.408 6.522 -1.193
H: -1.227 4.976 0.668
H: -0.796 4.378 2.379
H: 0.169 4.546 4.605
H: 0.817 2.514 5.853
H: 0.503 0.285 4.812
H: -0.431 0.111 2.538
C: 5.120 -3.150 4.063
C: 4.552 -2.714 2.738
C: 3.942 -1.473 2.585
C: 3.382 -1.091 1.376
C: 3.425 -1.949 0.283
C: 4.056 -3.183 0.409
C: 4.603 -3.552 1.629
S: 1.861 -2.907 -1.679
O: 2.839 -1.542 -0.883
O: 2.641 -3.250 -2.854
O: 0.712 -2.007 -2.022
H: 5.315 -2.294 4.710
H: 6.056 -3.693 3.931
H: 4.428 -3.813 4.587
H: 3.896 -0.791 3.427
H: 2.903 -0.125 1.265
H: 4.132 -3.841 -0.446
H: 5.088 -4.518 1.716
Br: 5.555 2.857 -3.451
C: 4.393 1.417 -3.847
C: 4.882 0.138 -4.055
C: 3.968 -0.862 -4.330
C: 2.615 -0.546 -4.366
N: 2.149 0.681 -4.145
C: 3.033 1.647 -3.907
H: 5.942 -0.070 -3.990
H: 4.285 -1.883 -4.479
H: 1.878 -1.317 -4.547
H: 2.644 2.647 -3.755
N: 1.852 1.467 -0.994
C: 2.084 2.582 -0.870
C: 2.379 3.981 -0.765
C: 1.981 4.834 -1.791
C: 2.279 6.182 -1.703
C: 2.961 6.673 -0.598
C: 3.358 5.816 0.422
C: 3.072 4.465 0.342
H: 1.430 4.439 -2.634
H: 1.978 6.850 -2.499
H: 3.182 7.730 -0.527
H: 3.897 6.201 1.277
H: 3.377 3.785 1.126

---

Look up the largest force on an atom of the first one.
0.91 eV/A

---

Among the records above, which one has the highest DFT total energy?
C55H44BrLiN2O4P2S

---

Which value of largest force on an atom does entry 1 give?
0.91 eV/A